Entry from the OMol25 dataset: a molecular structure, C3H2AuO2 at a distorted geometry (wB97M-V/def2-TZVPD).

Results
**F_max**: 0.1128 hartree/bohr
**HOMO-LUMO gap (spin up / spin down)**: 9.223 / 9.115 eV
**LUMO energy (spin up / spin down)**: -8.865 / -13.287 eV
**Net charge**: +2
**Multiplicity**: 4
**E_HOMO (spin up / spin down)**: -18.0881 / -22.4020 eV

Geometry as XYZ:
```
8
C3H2AuO2 wB97M-V/def2-TZVPD
O 0.2268 1.3748 0.3895
C 1.6777 0.9222 0.6892
C 1.3535 0.7514 -0.5188
H 2.2183 0.8857 1.6251
H 1.3245 0.4500 -1.5558
C -1.7203 -0.1680 0.1577
O -2.2278 -1.1455 -0.1371
Au -2.8528 -3.0706 -0.6497
```